1.
A single C26H26N4O2 molecule. Source: the OMol25 dataset; level of theory: ωB97M-V/def2-TZVPD.

```
58
Properties=species:S:1:pos:R:3:forces:R:3
O -2.9086 -2.0428 -0.0746 -0.27 0.00 -0.08
O -1.3723 -0.6153 -2.8846 0.14 0.12 -0.07
N 0.0858 0.4461 2.4317 -0.26 -0.18 0.16
N 0.8460 -2.5736 2.9041 -0.14 0.41 -0.05
N -0.4128 2.8116 -2.4339 0.18 0.13 -0.14
N -0.6848 -1.8257 -0.2879 0.13 -0.11 0.35
C -1.3940 0.6426 -2.3378 0.05 0.52 0.11
C -2.1274 1.0251 -1.2237 0.03 -0.18 -0.19
C 1.0091 2.7061 2.9787 -0.04 0.02 0.10
C 1.3458 -4.8923 3.1371 -0.04 0.01 -0.06
C -1.0634 3.1655 -1.3333 -0.28 0.05 0.28
C 0.1939 1.2776 -4.2020 0.18 0.01 0.02
C -0.0336 -4.1427 1.3400 0.02 0.06 0.11
C 1.7785 3.7239 2.4558 -0.03 0.04 0.11
C -0.5365 -1.6654 1.1553 -0.28 0.18 0.19
C 1.3039 -0.4517 -0.9113 -0.11 0.03 0.04
C 1.4782 2.0862 -4.3362 -0.20 -0.07 -0.10
C 0.8211 1.5738 2.1974 0.29 0.37 -0.34
C -0.5605 1.6040 -2.9413 -0.30 -0.64 -0.08
C 1.4060 1.4566 0.9106 -0.15 0.03 0.41
C 1.0033 0.1874 0.4020 -0.19 -0.40 0.12
C 0.2058 -0.3840 1.3504 0.23 0.06 -0.43
C -1.9567 2.3024 -0.7151 0.14 0.05 -0.19
C -0.7807 4.5305 -0.7896 -0.04 -0.04 0.09
C 1.4339 -3.5700 3.5420 0.14 -0.30 0.18
C -2.1404 -1.6353 -2.2887 -0.30 -0.05 -0.05
C -1.9353 -1.8540 -0.7867 -0.14 -0.14 -0.17
C 2.1750 2.5031 0.4049 -0.05 -0.03 0.07
C 0.1314 -2.8480 1.8220 -0.05 -0.31 -0.15
C 2.3497 3.6249 1.1838 0.16 0.14 -0.11
C 0.5645 -1.7973 -1.0221 0.40 0.06 -0.31
C 0.5892 -5.1805 2.0113 0.02 0.08 0.05
H 2.6108 2.4359 -0.5801 0.06 0.01 -0.14
H -0.2111 5.1006 -1.5169 0.02 0.06 -0.02
H -2.8195 0.3512 -0.7450 -0.09 -0.08 0.06
H 2.3780 -0.6291 -1.0135 -0.01 -0.03 -0.06
H 1.8473 -5.6724 3.6876 0.06 -0.04 0.06
H -0.1951 4.4452 0.1254 0.05 0.07 0.09
H 1.9669 1.8650 -5.2822 0.08 -0.02 -0.07
H 0.5633 2.7867 3.9593 -0.04 0.04 0.10
H 2.9373 4.4503 0.8096 0.05 0.06 -0.04
H -0.4613 1.4933 -5.0514 -0.02 -0.12 -0.04
H 2.0016 -3.2868 4.4188 0.08 -0.08 0.08
H 1.9409 4.6201 3.0366 0.00 0.06 0.06
H 1.1952 -2.5838 -0.5901 -0.06 0.04 -0.12
H 0.3792 -2.0420 -2.0668 0.04 -0.06 0.10
H 2.1630 1.8489 -3.5256 0.12 0.02 0.10
H -3.2141 -1.4479 -2.4251 0.20 -0.05 0.11
H -1.8802 -2.5473 -2.8363 -0.06 0.09 0.10
H 1.0084 0.2225 -1.7157 0.09 -0.07 -0.04
H -1.7059 5.0535 -0.5571 -0.05 0.10 0.05
H -2.5052 2.6151 0.1600 -0.05 0.03 0.10
H -1.5526 -1.5853 1.5685 0.22 0.00 -0.13
H 0.4832 -6.1982 1.6642 0.00 -0.06 -0.02
H 0.4064 0.2068 -4.2222 -0.05 0.04 -0.08
H -0.6446 -4.3249 0.4693 -0.05 0.00 -0.10
H 1.2519 3.1466 -4.2891 0.09 0.08 0.00
H -0.3774 0.2065 3.2909 0.09 0.01 -0.04
```
Positions in Å, forces in eV/Å.

As for the energy above the lowest of the compared OMol25 structures with the same formula, charge and spin: 0.846 eV. Its structure (SMILES) is CCc1nc(C)ccc1OCC(=O)N1CCc2c([nH]c3ccccc23)[C@@H]1c1ccccn1. The HOMO-LUMO gap comes out at 8.4 eV. The HOMO energy is -7.69 eV. For the lowest unoccupied orbital energy, the calculation gives 0.7 eV.

2.
A molecular structure, C26H27BF7InN8. Source: the OMol25 dataset; level of theory: ωB97M-V/def2-TZVPD.

```
70
Properties=species:S:1:pos:R:3:forces:R:3
In 0.9019 -0.7737 -0.6842 0.18 -0.08 0.07
F 0.9092 3.9760 -4.3781 0.03 -0.04 -0.10
F 1.2019 2.0062 -2.5850 0.02 -0.02 0.03
F -2.2412 2.8139 -1.8773 0.06 -0.25 0.02
F -0.2194 5.1840 -2.9734 -0.01 0.03 0.01
F 0.2691 3.2467 -1.0313 0.02 0.02 0.14
F 1.8378 4.6673 -2.5570 0.07 0.01 0.03
F -1.6159 2.8549 -4.0794 0.01 0.09 0.00
N -2.5463 0.1133 -1.0753 -0.58 0.11 0.05
N -1.2777 0.7769 -2.9738 -0.11 -0.20 0.05
N 1.1289 -3.7861 -0.3853 0.00 -0.06 0.00
N -0.8301 -2.1702 0.9361 0.09 0.06 0.06
N -0.7101 0.8160 0.2459 0.03 0.31 -0.05
N 2.1869 1.0390 0.7634 0.01 -0.08 -0.03
N 0.4107 2.0682 1.9980 -0.04 -0.04 0.00
N 1.9785 -1.9852 1.6395 -0.08 0.11 -0.07
C -2.0325 0.6886 -0.0437 0.24 0.14 0.02
C -0.6085 1.5592 1.4082 -0.01 -0.02 -0.03
C 3.4583 1.1136 0.3402 -0.10 -0.09 -0.07
C -4.2279 1.3392 1.2146 -0.07 0.03 0.05
C 1.7016 2.0468 1.4921 -0.01 0.06 -0.08
C 4.3005 2.1667 0.6050 -0.04 0.06 0.06
C 2.5390 -3.7818 -0.0445 -0.04 0.06 -0.01
C -1.3143 -1.8491 -3.8576 0.08 -0.04 -0.15
C -2.4150 2.4252 3.1002 -0.04 0.03 0.03
C 0.2061 -4.4366 0.5236 0.02 0.05 0.02
C 0.6908 4.2126 -3.0803 -0.10 -0.04 0.01
C -4.6842 1.9670 2.3697 0.02 0.01 -0.02
C 2.4992 3.1557 1.8143 -0.05 0.04 0.06
C -1.9765 1.7865 1.9589 0.13 -0.01 0.04
C -2.8622 1.2556 1.0448 -0.01 -0.13 -0.08
C -1.0629 -3.6009 0.7653 -0.01 0.00 -0.03
C -0.6401 0.4026 -4.1117 -0.02 0.11 0.06
C -1.9128 -0.1687 -2.2254 0.54 -0.07 -0.27
C 0.9608 -2.2079 2.6713 0.05 0.02 0.05
C 3.7933 3.2218 1.3623 0.08 -0.01 -0.03
C -3.7908 2.4994 3.2987 0.02 -0.02 -0.02
C 0.2101 2.9414 -2.3590 0.00 0.02 -0.02
C -0.4323 -1.7359 2.2729 -0.02 -0.05 -0.04
C -0.6086 -0.8781 -4.5758 -0.07 -0.11 0.04
C 2.8229 -3.1357 1.3216 0.03 -0.03 0.05
C -1.9609 -1.4966 -2.7101 -0.12 0.12 0.10
B -1.3042 2.4074 -2.7979 -0.14 0.15 0.06
H 2.0565 3.9430 2.4069 0.00 0.00 0.00
H 3.7988 0.2800 -0.2679 -0.02 -0.03 0.01
H 2.7245 -3.8884 2.1107 0.02 -0.01 -0.01
H 2.5344 -1.1743 1.8686 0.00 -0.02 -0.01
H -1.3463 -2.8736 -4.2066 -0.01 0.00 0.00
H -0.0825 -1.1089 -5.4889 0.02 0.00 0.00
H 0.7105 -4.6236 1.4701 0.02 -0.01 -0.03
H 3.0443 -3.2079 -0.8251 0.00 0.02 0.01
H -5.7483 2.0563 2.5458 0.00 -0.01 0.01
H 4.4087 4.0823 1.5914 0.00 0.00 0.00
H 0.9884 -4.0664 -1.3447 0.00 0.02 0.01
H -1.7127 2.8549 3.8019 0.01 0.00 0.00
H 3.8725 -2.8346 1.3294 0.01 -0.02 -0.02
H 2.9974 -4.7822 -0.0324 0.01 -0.02 -0.01
H 1.2224 -1.6915 3.6005 0.02 -0.01 0.00
H -1.7182 -3.7167 -0.0995 -0.01 0.02 -0.04
H 0.9378 -3.2699 2.9172 -0.01 0.02 0.03
H -2.5307 -2.2058 -2.1285 0.00 -0.03 0.02
H -1.6625 -1.6606 0.6645 -0.02 -0.05 0.01
H -1.1376 -2.0679 3.0493 -0.01 -0.03 -0.02
H 5.3125 2.1689 0.2271 0.00 0.00 -0.01
H -4.9085 0.9406 0.4742 0.00 -0.01 0.00
H -4.1771 2.9868 4.1846 -0.01 0.01 0.00
H -1.5940 -4.0266 1.6293 -0.04 -0.03 -0.02
H -0.1705 1.2108 -4.6509 0.03 -0.03 -0.01
H -0.1086 -5.4220 0.1605 -0.03 -0.02 0.03
H -0.4444 -0.6479 2.2717 -0.01 -0.02 0.05
```
Positions in Å, forces in eV/Å.

The HOMO-LUMO gap comes out at 7.2 eV. The HOMO energy is -7.42 eV. For the lowest unoccupied orbital energy, the calculation gives -0.2 eV.